No. 1
A 4-piece molecular cluster, H8O4 overall at a distorted geometry. Source: OMol25; level of theory: the ωB97M-V functional and the def2-TZVPD basis.

Energy relative to the best compared isomer or geometry (same formula, charge and spin) ... 84.5 kJ/mol
DFT total energy ... -305.7470 Ha
Net charge ... 0
SMILES ... O.O.O.O
E_LUMO ... 0.6 eV
Strongest force on any atom ... 1.3 eV/Å

```
12
H8O4, DFT the ωB97M-V functional and the def2-TZVPD basis
O -0.80079 -0.89831 -0.39798
H -1.12190 -0.07249 -0.76016
H 0.02355 -0.66800 0.03055
O 0.45247 1.43011 -2.78165
H -0.14219 2.14101 -2.54241
H 0.54383 1.50311 -3.73168
O 1.43909 -0.03059 1.34421
H 1.43306 -0.34321 2.24890
H 2.34304 -0.15278 1.05409
O -1.28183 -1.14499 2.17718
H -1.08247 -1.41382 1.28039
H -1.80588 -0.35008 2.07855
```

***

No. 2
A 4-piece molecular cluster, H8O4 overall at a distorted geometry. Source: OMol25; level of theory: the ωB97M-V functional and the def2-TZVPD basis.

Energy relative to the best compared isomer or geometry (same formula, charge and spin) ... 172.3 kJ/mol
DFT total energy ... -305.7136 Ha
Net charge ... 0
SMILES ... O.O.O.O
E_LUMO ... 0.3 eV
Strongest force on any atom ... 6.1 eV/Å

```
12
H8O4, DFT the ωB97M-V functional and the def2-TZVPD basis
O -2.99376 -27.74259 38.05254
H -3.44607 -27.88242 38.85539
H -2.03595 -27.92934 38.18083
O -6.40293 -26.99821 37.88596
H -6.11495 -26.73971 38.67043
H -5.91747 -26.52859 37.27094
O -4.18566 -25.68166 36.37463
H -3.38585 -25.06519 36.12469
H -3.90928 -26.37133 37.13330
O -6.16071 -23.22944 36.36194
H -6.43786 -24.05253 35.92538
H -5.33027 -22.77462 36.04216
```